ORCA calculation (ωB97M-V with the def2-TZVPD basis set) on a structure of composition C51H55N9OPSeZr.

Each line ends with the Löwdin charge.
Element x y z (Å)
Zr 0.57815 -0.17062 0.37277  1.200
C 2.61986 4.75497 -4.86158  -0.050
C 2.44451 3.90934 -3.63610  -0.282
C 3.53331 3.52799 -2.84958  -0.031
C 3.38031 2.69839 -1.76463  0.005
C 2.12334 2.20075 -1.35181  -0.232
N 2.01890 1.31555 -0.30206  -0.156
C 3.14152 1.26900 0.56922  -0.295
C 3.43714 2.33190 1.42535  -0.021
C 4.45770 2.25798 2.35032  -0.026
C 5.21923 1.09919 2.47277  -0.260
C 6.28874 0.96837 3.51659  -0.043
C 4.95967 0.05107 1.60298  0.020
C 3.96678 0.14588 0.63167  -0.185
N 3.84977 -0.90788 -0.31244  -0.085
C 4.84232 -1.75518 -0.66497  -0.045
C 4.34485 -2.62059 -1.60244  -0.023
C 3.01682 -2.21580 -1.76570  -0.151
N 2.71167 -1.18634 -0.99280  -0.014
C 1.03438 2.62512 -2.12945  -0.129
C 1.20589 3.43032 -3.25730  0.004
N -0.31449 2.24325 -1.83674  -0.052
C -1.41165 2.94102 -2.18770  -0.055
C -2.50733 2.12193 -2.03610  -0.029
C -1.97098 0.92172 -1.56879  -0.161
N -0.65030 1.00370 -1.42656  -0.024
H 3.29212 5.59061 -4.67027  0.082
H 1.66929 5.16195 -5.20241  0.075
H 3.04620 4.17740 -5.68281  0.083
H 4.52803 3.86903 -3.10862  0.119
H 4.25521 2.40430 -1.20351  0.117
H 2.84684 3.23538 1.35031  0.116
H 4.65367 3.09757 3.00374  0.113
H 6.42308 1.89842 4.06548  0.076
H 7.24526 0.70482 3.06474  0.084
H 6.03836 0.18665 4.23433  0.087
H 5.52147 -0.86613 1.70196  0.121
H 5.82941 -1.64819 -0.25712  0.123
H 4.86794 -3.40949 -2.10860  0.100
H 2.28427 -2.61670 -2.44272  0.072
H 0.34639 3.66854 -3.86930  0.113
H -1.32568 3.95621 -2.52589  0.131
H -3.53428 2.35922 -2.24199  0.101
H -2.48218 0.01308 -1.30237  0.082
C -2.93735 1.18857 1.61859  -0.023
C -1.58595 -0.00458 3.44806  -0.253
C -0.40072 0.12441 4.40148  -0.037
C -1.54169 -1.36657 2.73102  -0.305
C -2.66451 -2.34213 3.09924  -0.060
O -3.16754 -2.81333 1.83367  0.003
C -2.49269 -2.14301 0.87122  -0.376
N -1.60030 -1.31097 1.24402  0.051
C -3.01221 -2.38672 -0.49151  -0.157
C -4.39441 -2.56134 -0.57925  -0.018
C -5.02700 -2.63412 -1.80731  -0.055
C -4.26968 -2.52311 -2.95980  -0.047
C -2.89166 -2.38952 -2.87671  -0.060
C -2.22488 -2.35199 -1.65233  -0.275
P -0.37578 -2.23518 -1.56733  1.080
C 0.08903 -3.95981 -1.18208  -0.341
C -0.26467 -4.43040 0.08280  -0.131
C 0.09095 -5.70157 0.49434  -0.063
C 0.83608 -6.51793 -0.34448  -0.069
C 1.22181 -6.04972 -1.58833  -0.066
C 0.85199 -4.78007 -2.00622  -0.099
C 0.12601 -1.94815 -3.29174  -0.390
C 0.81596 -0.77431 -3.58286  -0.111
C 1.26937 -0.51579 -4.86856  -0.052
C 1.04857 -1.43692 -5.87926  -0.061
C 0.38161 -2.62364 -5.60129  -0.062
C -0.07208 -2.87858 -4.31845  -0.126
H -3.27205 2.19580 1.37745  0.128
H -4.86131 0.44230 1.49802  0.176
H -2.74445 0.65187 0.69788  0.079
H -2.49416 -0.03259 4.06152  0.097
H 0.52754 0.16407 3.83019  0.050
H -0.34593 -0.75472 5.04445  0.094
H -0.47675 1.01090 5.02600  0.079
H -0.57232 -1.82288 2.94020  -0.011
H -3.50433 -1.89759 3.65241  0.117
H -2.31803 -3.20494 3.66695  0.143
H -4.97542 -2.64136 0.32990  0.117
H -6.09847 -2.76530 -1.85915  0.112
H -4.74244 -2.55010 -3.93233  0.115
H -2.33573 -2.28837 -3.79374  0.093
H -0.77895 -3.78979 0.78418  0.063
H -0.18898 -6.04146 1.48199  0.110
H 1.13142 -7.50594 -0.02076  0.108
H 1.81984 -6.67112 -2.24063  0.108
H 1.18022 -4.43845 -2.97668  0.086
H 1.04029 -0.06137 -2.80077  0.065
H 1.80816 0.40179 -5.06254  0.109
H 1.40594 -1.24106 -6.88080  0.109
H 0.22091 -3.35504 -6.38136  0.110
H -0.57974 -3.81226 -4.11224  0.112
Se 1.51652 -1.93949 1.83655  0.143
C -4.26691 2.31425 3.97586  -0.141
C -4.75886 0.95731 3.51973  -0.104
N -4.13980 0.46421 2.21763  0.098
C -1.67666 1.23148 2.52181  -0.416
N -0.52216 1.31296 1.61056  -0.148
C 0.12491 2.62956 1.69100  -0.257
C -0.89835 3.73634 1.53561  -0.149
C -1.78495 3.72940 2.76420  -0.185
N -1.78479 2.41344 3.40302  -0.099
C -2.79867 2.38149 4.43988  -0.171
H -4.91277 2.58305 4.81505  0.129
H -4.46801 3.06199 3.20780  0.108
H -5.83562 0.96378 3.35040  0.131
H -4.54409 0.19020 4.26430  0.120
H -3.86031 -0.51114 2.34355  0.115
H 0.84668 2.70245 0.88566  0.061
H 0.67970 2.75294 2.63346  0.124
H -1.47351 3.53638 0.62549  0.094
H -0.43215 4.71519 1.41373  0.119
H -2.79742 4.08441 2.51555  0.107
H -1.39802 4.43044 3.50979  0.129
H -2.68555 3.30863 5.00672  0.132
H -2.60828 1.58111 5.15569  0.115

* orbital gap: 6.1 eV
* net charge: +1
* E: -145150.263 eV

***

ORCA calculation (ωB97M-V with the def2-TZVPD basis set) on a structure of composition C51H58AsBaClGeN4O3Si.

Each line ends with the Löwdin charge.
Element x y z (Å)
Ba -0.00850 0.21882 -1.38757  1.667
O -3.06115 -4.40418 1.10655  0.038
C -2.41091 -4.89660 0.02863  -0.279
C -2.40757 -6.27100 -0.20449  -0.025
C -1.78369 -6.78567 -1.32568  -0.099
C -1.14206 -5.94447 -2.22215  -0.106
C -1.08261 -4.58770 -1.96990  -0.032
C -1.71125 -4.05240 -0.84986  -0.093
C -1.57815 -2.59290 -0.60783  -0.481
O -0.51635 -1.98447 -0.89732  -0.533
N -2.64425 -1.99223 -0.06578  0.028
N -2.60206 -0.65772 -0.14279  -0.018
C -3.55882 0.00028 0.41151  -0.113
C -3.71611 1.41873 0.22394  -0.298
C -4.88682 2.05528 0.66473  -0.028
C -5.03863 3.40789 0.45525  -0.078
C -4.04235 4.09893 -0.22056  -0.062
C -2.92704 3.38401 -0.63704  -0.177
N -2.74927 2.10011 -0.40291  0.077
H -3.06973 -3.42662 0.99629  0.065
H -2.90890 -6.92432 0.49474  0.108
H -1.81106 -7.85130 -1.51224  0.097
H -0.67372 -6.34336 -3.10777  0.101
H -0.56895 -3.90489 -2.63197  0.066
H -4.33672 -0.52400 0.97610  0.123
H -5.65245 1.48028 1.16163  0.108
H -5.92282 3.92237 0.80148  0.102
H -4.12372 5.15950 -0.41071  0.101
H -2.13314 3.86542 -1.19460  0.117
C 3.46100 3.66038 -2.70547  -0.184
Si 2.32962 2.42413 -1.77986  0.347
C 3.11982 0.73585 -2.20360  -0.201
C 2.69066 2.79132 0.04906  -0.172
N 0.66251 2.38320 -2.07230  -0.362
C 0.07501 2.86520 -3.18275  -0.359
C 0.51717 4.02308 -3.85082  -0.061
C 0.03817 4.39096 -5.08552  -0.114
C -0.93968 3.62857 -5.70598  -0.111
C -1.48936 2.55653 -5.01994  -0.029
C -1.04242 2.21250 -3.75657  -0.236
O -1.60200 1.14794 -3.07295  -0.258
C -2.94295 0.94350 -3.20581  -0.292
C -3.41022 -0.36975 -3.16522  -0.014
C -4.76797 -0.62492 -3.24167  -0.073
C -5.67816 0.41612 -3.35576  -0.106
C -5.21856 1.72151 -3.38988  -0.086
C -3.86353 1.98607 -3.32205  -0.040
H 4.50971 3.46652 -2.49606  0.022
H 3.26250 4.68903 -2.41489  0.019
H 3.32129 3.58098 -3.77886  0.025
H 4.19490 0.84285 -2.32952  0.031
H 2.73173 0.33998 -3.13968  0.021
H 2.96896 -0.01567 -1.43059  -0.031
H 3.69916 2.47676 0.29991  0.024
H 1.99817 2.29552 0.72718  -0.012
H 2.63880 3.85892 0.23589  0.022
H 1.27087 4.61706 -3.36343  0.078
H 0.44825 5.26191 -5.58213  0.094
H -1.27307 3.86383 -6.70592  0.088
H -2.27702 1.96737 -5.47172  0.125
H -2.68280 -1.16990 -3.08714  0.074
H -5.11728 -1.64864 -3.22440  0.105
H -6.73717 0.21077 -3.42164  0.091
H -5.91729 2.54386 -3.47333  0.100
H -3.51686 3.00797 -3.35336  0.117
C 0.04259 -2.36354 2.18545  -0.201
Ge 1.44371 -1.82940 0.80609  1.035
C 2.12704 -3.47123 -0.13118  -0.293
C 1.43810 -4.67351 -0.17579  -0.112
C 1.91237 -5.73735 -0.92171  -0.089
C 3.09488 -5.61734 -1.62835  -0.091
C 3.80429 -4.42834 -1.58042  -0.089
C 3.31270 -3.36681 -0.84736  -0.113
C 3.11771 -1.42937 1.95589  -0.233
C 3.80629 -0.27337 1.69663  -0.140
C 4.94461 0.10794 2.42069  -0.077
C 5.39121 -0.67594 3.44591  -0.045
C 4.72637 -1.87899 3.75844  -0.172
C 5.16568 -2.70415 4.81501  -0.048
C 4.53082 -3.87904 5.09891  -0.096
C 3.44031 -4.28897 4.31929  -0.079
C 2.98903 -3.50847 3.29213  -0.038
C 3.59451 -2.27249 2.99154  -0.172
H 0.40219 -2.16078 3.18964  0.013
H -0.20276 -3.41685 2.09263  0.015
H -0.86067 -1.78595 2.01013  -0.005
H 0.51190 -4.78350 0.36720  0.092
H 1.34544 -6.65714 -0.96593  0.097
H 3.46166 -6.44446 -2.21949  0.096
H 4.73133 -4.32721 -2.12890  0.098
H 3.86148 -2.43329 -0.82522  0.092
H 3.46064 0.37382 0.90363  0.050
H 5.45946 1.02657 2.16793  0.100
H 6.25918 -0.39179 4.02646  0.106
H 6.01663 -2.38245 5.40112  0.105
H 4.87138 -4.50360 5.91297  0.096
H 2.96063 -5.23187 4.53488  0.100
H 2.16272 -3.83301 2.68054  0.082
C -2.77767 1.77945 3.93074  -0.172
C -2.10929 2.85547 3.09187  -0.434
As -0.68516 2.20058 1.85134  1.226
C -0.21980 4.05783 1.28154  -0.436
C 0.66121 4.93255 2.15956  -0.171
C 0.62393 1.60600 3.25884  -0.430
C 1.12406 2.53016 4.36053  -0.169
H -3.59064 2.19440 4.53023  0.067
H -2.06248 1.32294 4.61266  0.056
H -3.18762 0.99721 3.29420  0.051
H -1.68489 3.61783 3.75323  0.054
H -2.86375 3.35301 2.47443  0.045
H -1.19333 4.54446 1.16016  0.047
H 0.22012 3.98625 0.28579  0.027
H 0.28498 4.98621 3.18035  0.053
H 0.69398 5.95164 1.76735  0.069
H 1.68072 4.55430 2.18598  0.044
H 1.48318 1.16595 2.74333  0.027
H 0.09422 0.76228 3.71931  0.046
H 1.86959 3.22635 3.98419  0.051
H 1.59397 1.94786 5.15609  0.067
H 0.31070 3.10184 4.80802  0.052
Cl 0.01734 -1.48184 -3.69138  -0.273

* spin multiplicity: 2
* ⟨S²⟩: 0.75
* orbital gap (spin up / spin down): 6.7 / 5.4 eV
* ΔE to the lowest compared entry with this formula, charge and spin: 195.1 kJ/mol
* net charge: -1
* E: -204383.811 eV

***

ORCA calculation (ωB97M-V with the def2-TZVPD basis set) on a cluster of 2 separate species, C51H59F2N2 in total.

Each line ends with the Löwdin charge.
Element x y z (Å)
F 1.41342 -4.43982 -6.84956  0.065
C 0.91531 -3.77503 -5.75315  -0.218
C 1.14131 -2.41171 -5.62689  0.011
C 0.38081 -1.71949 -4.69065  -0.038
C -0.48283 -2.34644 -3.73028  -0.170
C -1.39478 -1.44650 -2.98586  0.059
C -2.80636 -1.71700 -2.77388  -0.217
C -3.73734 -0.79631 -3.36202  0.020
C -5.00956 -1.21030 -3.72375  0.026
C -5.36017 -2.51363 -3.34263  -0.205
F -6.45959 -3.09061 -3.93458  0.066
C -4.64188 -3.25165 -2.39074  0.030
C -3.31125 -2.89316 -2.17683  -0.033
C -0.49812 -3.76833 -3.77254  0.006
C 0.14872 -4.47544 -4.80736  0.023
H 1.79138 -1.89419 -6.33667  0.137
H 0.36573 -0.64084 -4.84396  0.117
H -1.34913 -0.45720 -3.43258  0.057
H -3.39173 0.19091 -3.67908  0.116
H -5.65215 -0.58825 -4.34944  0.135
H -5.05155 -4.13928 -1.90507  0.133
H -2.62177 -3.51120 -1.59444  0.119
H -1.08643 -4.32808 -3.03549  0.111
H -0.03159 -5.54308 -4.92113  0.127
C 1.15055 4.95466 0.36544  -0.034
C -0.01950 4.55341 -0.51423  -0.549
C -1.34008 4.33509 0.24401  -0.020
C -0.26161 5.62944 -1.58437  -0.041
C 0.28462 3.26767 -1.25478  -0.108
C -0.68631 2.92093 -2.17544  -0.042
C -0.66984 1.69573 -2.79927  -0.041
C 0.49208 0.90927 -2.67852  -0.077
C 1.64721 1.36898 -2.08231  -0.064
C 3.04288 0.76073 -2.38649  -0.522
C 3.36718 -0.45764 -1.50713  -0.024
C 4.08231 1.87076 -2.21899  -0.034
C 3.07073 0.31400 -3.84613  -0.047
C 1.32792 2.31888 -1.02915  -0.081
N 1.43497 1.70936 0.24770  0.073
C 0.60081 0.64588 0.66349  -0.119
C -0.57005 0.11715 0.06470  0.009
C -1.76406 0.00409 0.87582  -0.209
C -2.11420 0.89342 1.92915  -0.032
C -3.13453 0.56038 2.81823  -0.063
C -3.82980 -0.64947 2.69798  -0.081
C -3.57426 -1.46733 1.59160  -0.084
C -2.58930 -1.12423 0.66861  -0.041
N 1.17019 0.17946 1.85039  0.079
C 0.57248 -0.57862 2.92824  -0.074
C 0.16576 -1.93289 2.72930  -0.072
C 0.90903 -2.96442 1.81416  -0.511
C 0.28717 -4.36292 1.92802  -0.066
C 2.38155 -3.08448 2.24248  -0.027
C 0.84463 -2.59936 0.32917  -0.054
C -0.88116 -2.39479 3.53318  -0.043
C -1.01107 -1.91777 4.83037  -0.038
C -0.23543 -0.83733 5.19425  -0.040
C 0.37349 -0.02926 4.22176  -0.071
C 0.75027 1.39176 4.74632  -0.516
C -0.20642 1.84724 5.87145  -0.062
C 0.58824 2.48695 3.70232  -0.050
C 2.18093 1.37184 5.30150  -0.028
C 2.45664 0.71353 1.94339  -0.054
C 2.60052 1.67017 1.00701  -0.054
H 2.03686 5.06362 -0.27724  0.095
H 0.95077 5.91434 0.85866  0.096
H 1.37284 4.19131 1.11907  0.066
H -2.18763 4.34938 -0.45444  0.087
H -1.36447 3.35102 0.73107  0.065
H -1.51204 5.11045 0.99984  0.095
H -1.10508 5.37630 -2.23673  0.074
H -0.50315 6.59037 -1.12406  0.097
H 0.62575 5.73474 -2.22311  0.100
H -1.52830 3.58833 -2.29735  0.105
H -1.58340 1.36120 -3.27620  0.088
H 0.42894 -0.15987 -2.85316  0.069
H 2.63451 -1.26685 -1.64074  0.078
H 4.34810 -0.88732 -1.76951  0.100
H 3.40353 -0.20843 -0.43846  0.065
H 3.72776 2.75281 -2.77248  0.099
H 4.22646 2.15053 -1.16534  0.070
H 5.04752 1.56204 -2.64549  0.096
H 2.73177 1.13183 -4.48862  0.102
H 4.08495 0.03729 -4.15309  0.099
H 2.41384 -0.54161 -4.02646  0.049
H -0.57040 -0.41598 -0.88499  0.085
H -1.54554 1.81587 2.05207  0.069
H -3.39282 1.24708 3.63517  0.113
H -4.57472 -0.93151 3.44855  0.110
H -4.13717 -2.38813 1.44280  0.106
H -2.35652 -1.77302 -0.17579  0.067
H -0.73896 -4.36832 1.54211  0.082
H 0.86348 -5.08522 1.33096  0.094
H 0.28417 -4.70898 2.96549  0.093
H 2.94113 -2.15006 2.09226  0.075
H 2.42582 -3.36713 3.30426  0.099
H 2.87024 -3.88108 1.65621  0.094
H 1.21528 -1.58233 0.14997  0.049
H 1.44158 -3.31077 -0.28288  0.102
H -0.19762 -2.63775 -0.02485  0.072
H -1.55792 -3.16920 3.18193  0.114
H -1.65714 -2.40289 5.55426  0.118
H -0.17318 -0.56810 6.25009  0.111
H -0.14097 1.24798 6.78658  0.076
H 0.02511 2.88287 6.16248  0.092
H -1.24160 1.84182 5.50447  0.092
H 1.31358 2.40259 2.89586  0.047
H -0.41660 2.42978 3.27354  0.065
H 0.72084 3.48524 4.15501  0.104
H 2.90195 1.07230 4.53182  0.061
H 2.46810 2.36877 5.66764  0.097
H 2.25443 0.67162 6.14429  0.095
H 3.14939 0.38103 2.69652  0.126
H 3.41148 2.36845 0.83331  0.137

* orbital gap: 3.1 eV
* ΔE to the lowest compared entry with this formula, charge and spin: 337.3 kJ/mol
* net charge: +1
* E: -62246.486 eV

***

Number 1: F_max 0.0143 hartree/bohr. Number 2: F_max 0.0562 hartree/bohr. Number 3: F_max 0.0626 hartree/bohr.